(1)
79
Properties=species:S:1:pos:R:3 method="wB97M-V/def2-TZVPD" multiplicity=2 charge=+2 lumo_ev="-6.83 / -8.57" s_squared=0.773 e_homo_ev="-13.690 / -13.718" homo_lumo_gap_ha="0.25227 / 0.18925"
H 2.23 6.03 2.94
H 1.85 -3.06 1.41
H -1.01 -4.08 4.43
H 2.57 1.79 2.21
H -1.85 3.26 2.53
C 6.82 0.81 -5.23
C -4.63 -0.79 0.84
H -2.67 -2.60 3.32
C 0.07 3.74 1.68
H 0.81 -3.03 -1.37
S 4.61 -2.42 -4.27
C 2.39 -0.20 -1.75
H -8.78 -3.04 0.05
C 2.41 1.14 1.36
O -2.81 1.08 0.74
C 1.21 4.52 1.80
N -1.96 -1.21 0.91
C 5.82 -1.11 -4.26
C 0.87 -3.00 1.86
H -7.07 -2.93 1.71
N 7.70 0.91 -4.24
C -0.30 1.12 -2.90
H 0.56 3.02 -0.29
H 4.07 0.22 -2.97
H -8.90 -1.69 -1.08
C -5.34 -1.69 1.61
C 2.50 -2.76 -2.64
O -1.89 -0.53 -2.17
C 6.75 -1.05 -3.24
C -6.97 -1.88 -0.16
O -3.14 -0.15 2.88
C -6.50 -2.24 1.11
C -6.24 -0.96 -0.91
C 7.68 -0.01 -3.28
H -5.00 -1.94 2.61
H -1.10 1.57 -3.49
C 0.34 5.51 3.80
H 1.28 -4.32 3.49
H 0.30 1.56 3.57
H 2.00 4.46 1.05
N 1.47 -1.06 -1.29
H 8.43 0.08 -2.51
S -3.14 -0.13 1.44
Ir -0.32 -0.76 -0.18
H -1.12 2.68 0.21
H 2.50 -3.79 -2.95
C 0.00 0.69 2.99
H 0.39 0.60 -3.57
C 3.46 -1.85 -3.11
C 1.54 -2.33 -1.75
H 0.57 -0.18 3.32
H 6.78 -1.78 -2.45
H 2.84 0.15 1.57
H -1.60 4.83 4.42
C -1.29 -2.09 1.75
As 0.50 1.01 1.15
H 2.91 1.58 0.50
N -0.04 -2.24 1.24
C 3.38 -0.54 -2.64
C -0.81 4.74 3.69
H -1.07 0.52 3.10
C -5.07 -0.41 -0.43
C 1.34 5.41 2.86
C -0.90 0.10 -1.98
C -0.95 3.85 2.63
H -4.52 0.31 -1.01
C -0.74 -3.55 3.53
H 0.44 6.21 4.63
H 0.25 1.88 -2.36
H 6.88 1.56 -6.01
H 5.15 -0.23 -6.11
H 2.31 0.82 -1.40
C -0.09 2.77 0.55
C 0.55 -3.69 3.01
C -8.24 -2.47 -0.70
C 5.85 -0.18 -5.29
H -6.61 -0.66 -1.88
C -1.68 -2.75 2.91
H -8.02 -3.15 -1.53

(2)
15
Properties=species:S:1:pos:R:3 method="wB97M-V/def2-TZVPD" multiplicity=2 lumo_ev="0.81 / -3.22" s_squared=0.755 e_homo_ev="-11.222 / -10.672" homo_lumo_gap_ha="0.44226 / 0.27375"
H -0.13 -1.37 -1.34
O 1.01 -0.13 2.44
H 1.66 -0.01 0.15
H 2.93 1.25 0.29
H -2.42 0.04 -0.12
O 1.94 1.81 2.84
H -1.70 -2.22 -1.69
H -2.59 0.07 -1.87
C -1.18 -1.51 -1.05
C -1.89 -0.15 -1.05
H 1.11 1.61 0.10
H -1.10 0.58 -1.25
C 1.90 0.99 0.53
C 1.57 0.88 2.03
H -1.12 -1.86 -0.02

(3)
40
Properties=species:S:1:pos:R:3 method="wB97M-V/def2-TZVPD" multiplicity=3 charge=+2 lumo_ev="-9.41 / -11.32" s_squared=2.040 e_homo_ev="-16.964 / -17.086" homo_lumo_gap_ha="0.27756 / 0.21199"
H -1.59 1.13 -1.80
C 1.25 -0.79 -2.94
H 0.13 3.01 0.98
C 2.16 -0.05 -0.39
H -3.07 1.14 -0.81
H 2.08 2.29 1.61
H 2.10 1.08 2.91
C 2.71 0.30 0.98
C -3.42 -1.91 -0.40
C -0.27 1.47 2.97
H 0.37 1.79 -0.32
H 0.21 0.94 3.80
C 0.94 -0.69 -0.52
F 1.15 -1.40 3.01
H 2.91 -0.61 1.58
H 3.02 0.19 -3.70
H -0.86 -2.82 -1.57
Mo -0.20 -1.05 1.39
C 1.86 1.24 1.85
H -3.18 -2.92 -0.09
C 0.48 -1.09 -1.79
C -0.11 1.99 0.65
C -0.88 -1.76 -1.86
H 3.65 0.83 0.84
H -3.02 0.24 -2.36
H -4.03 -1.44 0.38
H -3.99 -1.93 -1.34
C -2.44 0.52 -1.47
H 3.86 0.79 -1.42
N 0.39 1.08 1.71
P -1.87 -0.95 -0.49
H -1.67 -1.20 2.18
H -0.15 2.55 3.10
C 2.44 -0.09 -2.81
H -1.38 -1.63 -2.83
H -1.32 1.18 2.91
C 2.92 0.26 -1.54
H -0.85 -2.50 0.97
H 0.85 -1.07 -3.92
H -1.19 1.88 0.55

(4)
13
Properties=species:S:1:pos:R:3 method="wB97M-V/def2-TZVPD" lumo_ev=0.54 smiles=OPCCP e_homo_ev=-8.730 homo_lumo_gap_ha=0.34066
H -1.59 -0.93 0.21
C -0.90 -0.28 0.56
H -1.10 0.01 1.67
H 0.94 0.82 -1.78
C -0.82 1.11 -0.09
P -0.31 1.19 -1.90
H 2.90 -0.53 0.49
H -0.12 1.89 0.34
P 0.85 -1.37 0.20
H -1.80 1.49 0.22
H -0.79 -0.02 -2.20
O 2.27 -1.05 1.09
H 0.46 -2.31 1.18

(5)
66
Properties=species:S:1:pos:R:3 method="wB97M-V/def2-TZVPD" lumo_ev=0.04 smiles="COCCN(C[C@@H]1CCCN(C2Cc3ccccc3C2)C1)C(=O)c1ccc(C(C)=O)cc1" e_homo_ev=-7.932 homo_lumo_gap_ha=0.29308
C 1.31 -2.80 0.16
H 1.40 3.22 -2.72
H -4.75 -3.47 -2.11
C 3.39 -2.23 1.20
H 5.43 -2.19 0.53
O -5.08 -2.26 0.73
C -0.51 3.20 -1.00
C -1.05 3.90 0.27
C -2.28 1.89 -0.03
H 0.12 -0.01 -0.42
H -1.62 4.79 0.00
C -3.66 0.82 1.60
C 4.50 -1.64 0.33
C -2.34 -2.48 1.03
C 1.68 1.09 -2.46
H -2.97 -2.47 1.90
C -1.59 2.14 -1.34
C -2.47 2.84 2.17
H 2.04 -0.90 -1.69
H 2.42 0.00 1.54
H 2.71 2.77 -1.62
H 2.11 2.04 0.67
N 2.04 -1.86 0.79
O 1.77 -3.86 -0.22
C 5.50 0.06 1.65
C -4.43 -2.41 -0.28
N 0.84 2.73 -0.78
H -0.23 4.21 0.93
H 2.38 1.00 -3.28
C -0.96 -2.53 1.15
H 6.48 -0.43 1.61
H -3.73 1.75 3.52
H -2.57 -2.44 -2.36
H -3.40 0.11 -0.41
C -2.94 -2.45 -0.23
C -0.16 -2.55 0.01
H -0.14 -2.55 -2.13
H 5.01 -0.21 2.58
C 1.13 0.30 -0.14
C 1.58 -0.52 1.08
O 4.73 -0.26 0.52
H -1.18 1.24 -1.77
C 2.07 0.13 -1.33
H -4.81 -1.71 -2.27
H -0.51 -2.59 2.13
C 1.11 1.79 0.28
H 3.53 -1.93 2.24
H 3.45 -3.32 1.12
H 0.68 0.83 -2.84
H 4.24 -1.76 -0.72
H -6.16 -2.58 -1.51
H -4.33 0.02 1.87
H 0.38 1.93 1.08
H 3.09 0.36 -1.01
C -0.76 -2.52 -1.25
H -0.43 3.93 -1.82
H -2.31 2.56 -2.06
C -3.13 0.87 0.31
H 5.64 1.14 1.62
C -1.96 2.88 0.89
C 1.69 2.52 -1.93
C -2.13 -2.46 -1.37
C -5.08 -2.55 -1.63
C -3.32 1.80 2.52
H -2.22 3.61 2.89
H 0.76 -0.55 1.81

(6)
70
Properties=species:S:1:pos:R:3 method="wB97M-V/def2-TZVPD" lumo_ev=-0.90 smiles="C#CCC1=CC(=O)c2c(COC(F)(F)F)c(C)cc(C)c2C1=O.COC[C@@H](C)N.COC[C@@H](C)N" e_homo_ev=-8.994 homo_lumo_gap_ha=0.29732
C -7.58 -1.29 -0.73
H 6.82 -2.64 -1.54
C 6.10 -1.90 -1.20
H -5.28 -2.22 0.78
N 5.78 0.41 -0.49
H -0.68 -2.32 -1.45
H -9.04 -1.04 2.24
C -1.20 -1.44 -1.10
H -6.29 0.79 0.54
O 0.36 4.33 -0.05
C 7.94 -1.90 1.51
C -6.85 0.17 1.25
H -8.45 -1.58 -1.31
H -1.63 -1.71 -0.14
C -0.09 3.26 0.28
C 1.70 -1.83 -1.75
O -2.97 0.78 -0.40
O -5.97 -0.66 1.97
N -8.67 -1.53 1.44
F -0.97 -1.62 -3.82
H 5.27 -1.89 -1.91
C -0.63 3.53 3.62
H 6.89 -0.17 -2.14
H -7.29 0.84 1.99
O 8.04 -0.59 0.99
H -2.83 2.03 1.92
H 6.90 -2.22 1.58
H 3.07 0.36 -1.41
H 8.50 -2.62 0.90
H 3.08 2.87 0.46
H 6.15 1.35 -0.52
H 2.43 3.79 -0.88
C 1.14 -0.51 -1.25
O -2.24 -1.14 -2.05
F -3.13 -1.46 -4.01
H 1.13 -2.68 -1.43
H 5.75 0.19 0.51
H 2.68 -1.94 -1.29
C 6.73 -0.51 -1.12
H -0.55 5.02 2.16
H 0.31 2.30 5.23
H 8.57 0.47 -0.63
H 8.36 -1.89 2.51
H -4.10 -1.46 1.86
C -8.00 -0.57 0.55
H 5.70 -2.22 -0.24
C -2.14 -1.83 -3.19
H 3.61 2.53 -1.18
C 2.75 2.81 -0.58
F -2.23 -3.16 -3.01
H -4.61 -0.60 0.39
C 8.10 -0.50 -0.42
H -8.74 0.19 0.27
H -7.95 -2.14 1.83
C -2.03 2.17 1.21
H -6.96 -0.65 -1.36
C -1.14 3.16 1.31
C -0.22 2.95 4.58
H -7.02 -2.20 -0.52
C 1.68 1.77 -0.69
C -1.16 4.17 2.44
C -0.57 0.93 -0.42
C 0.35 1.95 -0.31
C 2.04 0.52 -1.15
C -4.94 -1.26 1.19
H 8.76 -1.27 -0.83
H 1.84 -1.82 -2.82
C -1.95 1.23 0.07
H -2.19 4.46 2.62
C -0.20 -0.32 -0.93

Number 1: energy -4859.185118 hartree. Number 2: energy -308.200690 hartree. Number 3: energy -1072.557322 hartree. Number 4: energy -838.864006 hartree. Number 5: energy -1384.493141 hartree. Number 6: energy -1758.820319 hartree.